1.
One molecule with the formula C9H15NO2, computed with ωB97M-V/def2-TZVPD.

XYZ file:
```
27
Properties=species:S:1:pos:R:3:mulliken_charge:R:1
C -0.477 -1.417 2.245 -1.537
C 0.634 -1.143 1.323 -0.962
C 0.271 -0.332 0.037 2.036
C 1.537 -0.519 -0.946 -0.865
C 2.894 -0.321 -0.345 -1.182
C -0.990 -0.769 -0.599 -0.228
O -1.275 -1.974 -0.594 -0.618
C -1.925 0.112 -1.182 -0.570
C -1.504 1.602 -1.376 -0.631
N -0.661 2.036 -0.286 -0.125
C 0.181 1.204 0.336 0.097
O 0.968 1.661 1.214 -0.697
H -0.174 -1.822 3.287 0.338
H -1.043 -0.578 2.616 0.351
H -1.154 -2.163 1.835 0.353
H 1.292 -0.426 1.767 0.533
H 0.989 -2.140 1.007 0.304
H 1.505 -1.477 -1.398 0.533
H 1.313 0.166 -1.775 0.383
H 3.602 0.066 -1.087 0.362
H 2.695 0.544 0.364 0.330
H 3.352 -1.126 0.216 0.293
H -2.812 0.112 -0.580 0.264
H -2.235 -0.324 -2.178 0.297
H -2.443 2.190 -1.244 0.354
H -0.984 1.698 -2.400 0.271
H -0.544 3.035 -0.348 0.316
```

ΔE to the lowest compared entry with this formula, charge and spin in eV: 1.001
Frontier orbital gap in eV: 10.07
LUMO level in Eh: 0.0200
Charge: 0
F_max in eV/A: 4.808
DFT total energy in Eh: -557.1426

***

2.
C6H18FK3O3 as an isolated structure, computed with ωB97M-V/def2-TZVPD.

XYZ file:
```
31
Properties=species:S:1:pos:R:3:mulliken_charge:R:1
K 5.195 3.604 0.136 0.981
K 4.350 -2.013 -2.542 0.986
K 3.216 2.616 -3.867 0.957
F 2.461 0.956 -0.565 -0.959
C 1.944 -2.742 4.418 -1.142
C 2.073 -1.622 3.433 -0.060
O 1.551 -2.046 2.202 -0.519
H 2.531 -3.637 4.216 0.284
H 0.928 -3.024 4.695 0.323
H 2.268 -2.391 5.397 0.356
H 3.143 -1.548 3.237 0.183
H 1.730 -0.605 3.621 0.299
H 1.900 -1.449 1.535 0.285
C -3.268 2.293 1.408 -1.153
C -1.882 1.722 1.202 -0.041
O -1.213 2.606 0.393 -0.518
H -3.841 1.646 2.073 0.358
H -3.872 2.394 0.507 0.299
H -3.146 3.254 1.908 0.288
H -1.902 0.731 0.748 0.237
H -1.292 1.575 2.107 0.241
H -0.289 2.345 0.421 0.301
C -1.989 -0.683 -4.845 -1.215
C -1.164 -0.668 -3.582 -0.023
O -0.531 0.579 -3.535 -0.507
H -2.483 -1.636 -5.030 0.370
H -1.361 -0.437 -5.701 0.290
H -2.819 0.023 -4.835 0.318
H -0.399 -1.436 -3.697 0.195
H -1.804 -0.953 -2.747 0.284
H -0.034 0.547 -2.714 0.301
```

ΔE to the lowest compared entry with this formula, charge and spin in eV: 3.220
Frontier orbital gap in eV: 5.51
LUMO level in Eh: -0.2813
Charge: +2
F_max in eV/A: 2.313
DFT total energy in Eh: -2364.2281